Computed, not measured: a cluster of 10 separate species, H20O10 in total, with the ωB97M-V functional and the def2-TZVPD basis.

ORCA input file:
```
! wB97M-V def2-TZVPD RIJCOSX def2/J DEFGRID3
* xyz 0 1
O -2.04 0.92 0.64
O 0.90 -2.88 -0.89
O 0.08 -0.66 -0.44
O -3.30 -2.58 -1.46
O 2.59 -3.84 0.82
O -3.90 -0.87 1.67
O 2.33 3.39 -0.06
O 1.88 2.03 1.10
O 4.08 0.23 -0.92
O -2.74 3.57 -1.23
H -1.97 0.20 1.27
H 0.43 -3.51 -1.45
H 3.39 0.29 -1.59
H 2.55 -2.88 0.84
H -3.31 -0.38 2.26
H -3.09 -1.67 -1.70
H 1.02 -0.52 -0.29
H -1.85 3.44 -0.88
H 1.84 2.72 1.78
H -4.47 -0.19 1.29
H 1.66 3.85 -0.58
H -1.62 0.58 -0.16
H 2.17 1.25 1.58
H -4.26 -2.60 -1.41
H -0.33 -0.43 0.41
H 1.81 -3.19 -0.89
H 3.69 0.67 -0.15
H 2.91 3.01 -0.73
H 2.72 -4.09 1.75
H -3.16 4.17 -0.60
*
```

Calculated values
* E: -764.2393 a.u.
* lowest unoccupied orbital energy: 0.0 eV

These are the Löwdin partial charges, in e, on atoms 1 to 6: number 1, O, carries -0.060; number 2, O, carries -0.074; number 3, O, carries -0.061; number 4, O, carries -0.060; number 5, O, carries -0.058; number 6, O, carries -0.055

=====

Computed, not measured: a structure of composition C9H25O4S3Sn, with the ωB97M-V functional and the def2-TZVPD basis.

ORCA input file:
```
! wB97M-V def2-TZVPD RIJCOSX def2/J DEFGRID3
* xyz 1 1
Sn -0.82 -0.46 -2.06
S -0.25 2.07 0.91
S -0.45 3.16 -3.88
S 3.19 -1.07 -0.77
O 0.57 1.41 -0.17
O 2.02 -0.48 -1.55
O -0.04 1.71 -3.70
O -0.99 -2.37 0.19
C -1.10 0.56 1.74
C -0.97 3.80 -2.24
C -0.34 -3.93 1.98
C -2.12 2.99 -4.48
C 0.91 2.45 2.27
C 4.11 0.44 -0.25
C -1.45 -3.15 1.27
C -2.66 -4.05 0.91
C 2.38 -1.36 0.90
H 1.72 -2.22 0.80
H 0.15 -4.68 1.36
H 3.72 1.10 0.53
H -2.81 3.77 -4.15
H -2.17 2.73 -5.54
H 0.52 -3.38 2.37
H -0.90 -4.50 2.73
H 5.04 0.11 0.22
H -2.51 -4.95 0.31
H -2.45 2.04 -4.06
H -1.40 0.83 2.76
H -1.95 0.09 1.25
H 4.39 1.07 -1.10
H -1.85 3.28 -1.87
H -1.21 4.86 -2.25
H -1.91 -2.58 2.07
H -0.22 3.87 -1.45
H 1.23 3.49 2.32
H 0.74 2.06 3.28
H 1.81 1.85 2.18
H -3.49 -3.54 0.43
H 1.71 -0.59 1.26
H 3.03 -1.64 1.74
H -0.39 -0.27 1.84
H -2.82 -4.53 1.88
*
```

Calculated values
* E: -2067.2461 a.u.
* lowest unoccupied orbital energy: -5.3 eV

These are the Löwdin partial charges, in e, on atoms 1 to 6: number 1, Sn, carries 1.591; number 2, S, carries 0.863; number 3, S, carries 0.902; number 4, S, carries 0.942; number 5, O, carries -0.673; number 6, O, carries -0.712

=====

Computed, not measured: a structure of composition C9H7F6N5O4PtS3, with the ωB97M-V functional and the def2-TZVPD basis.

ORCA input file:
```
! wB97M-V def2-TZVPD RIJCOSX def2/J DEFGRID3
* xyz 0 1
Pt -0.26 0.71 0.20
S 1.73 1.81 0.03
S 1.17 -1.36 -1.71
S 0.52 -3.44 0.07
F -1.57 -3.58 -1.53
F -1.41 -5.19 -0.09
F 1.78 -2.60 -3.95
F -0.11 -5.17 -1.82
F -0.34 -2.49 -3.54
F 0.73 -0.73 -4.22
O 2.33 -0.54 -1.75
O 1.32 -4.42 0.73
O -0.29 -2.54 0.84
O -0.09 -0.66 -1.35
N 2.28 3.83 1.64
N -2.10 0.00 0.80
N 0.25 2.91 2.05
N -0.60 1.94 1.68
N 1.36 -2.74 -1.07
C -4.01 -1.40 0.85
C -1.71 1.77 2.32
C 1.35 2.91 1.32
C -2.80 -1.01 0.30
C -0.71 -4.41 -0.91
C 0.82 -1.83 -3.48
C -4.50 -0.72 1.95
C -3.77 0.35 2.47
C -2.57 0.68 1.87
H -2.37 -1.51 -0.56
H 3.16 3.85 1.15
H -5.44 -1.00 2.40
H 2.12 4.45 2.41
H -4.12 0.91 3.32
H -4.55 -2.24 0.42
H -1.95 2.41 3.15
*
```

Calculated values
* E: -2835.0070 a.u.
* lowest unoccupied orbital energy: -1.4 eV

These are the Löwdin partial charges, in e, on atoms 1 to 6: number 1, Pt, carries 0.963; number 2, S, carries 0.632; number 3, S, carries 0.601; number 4, S, carries 0.594; number 5, F, carries 0.103; number 6, F, carries 0.142

=====

Values of energy relative to the best compared isomer or geometry (same formula, charge and spin), in order: 6.6012 1.6955 0.0000, all in eV.
Values of Kohn-Sham gap, in order: 0.3512 0.1911 0.2664, all in Eh.